No. 1
Below is a structure of composition C20H17MoO2PTe4, with properties calculated with the ωB97M-V functional and the def2-TZVPD basis.

Kohn-Sham gap (spin up / spin down) (eV): 6.10 / 5.94
Charge: +2
Electronic energy (eV): -65412.3446
Spin multiplicity: 1
M (g mol⁻¹): 926.7
Energy above the lowest of the compared OMol25 structures with the same formula, charge and spin (kJ/mol): 0.00

Each line ends with the Löwdin charge.
Atoms and positions in Å:
Mo  -0.79  1.45  -1.65  1.39
O  -2.41  1.40  -2.03  -0.55
C  -0.02  -0.10  -2.50  -0.72
C  1.15  -0.78  -1.93  -0.38
C  2.16  -1.42  -2.64  -0.03
C  3.21  -2.02  -1.96  -0.02
C  3.25  -2.00  -0.56  -0.02
C  2.25  -1.38  0.16  -0.04
C  1.19  -0.79  -0.52  -0.31
P  -0.24  -0.01  0.28  1.04
C  -1.50  -1.23  0.66  -0.37
C  -1.14  -2.57  0.80  -0.06
C  -2.11  -3.50  1.16  -0.05
C  -3.42  -3.08  1.38  -0.04
C  -3.77  -1.75  1.24  -0.05
C  -2.81  -0.81  0.88  -0.09
C  0.34  0.78  1.78  -0.36
C  1.37  1.72  1.70  -0.10
C  1.85  2.30  2.86  -0.05
C  1.31  1.95  4.09  -0.04
C  0.29  1.02  4.17  -0.04
C  -0.20  0.43  3.01  -0.06
H  2.15  -1.42  -3.72  0.10
H  4.00  -2.50  -2.51  0.13
H  4.07  -2.48  -0.05  0.13
H  2.28  -1.37  1.25  0.13
H  -0.12  -2.89  0.63  0.11
H  -1.84  -4.54  1.27  0.12
H  -4.17  -3.81  1.66  0.12
H  -4.79  -1.43  1.42  0.12
H  -3.09  0.23  0.77  0.11
H  1.80  1.99  0.74  0.10
H  2.65  3.03  2.80  0.12
H  1.69  2.41  4.99  0.12
H  -0.13  0.74  5.13  0.12
H  -1.00  -0.30  3.08  0.11
Te  -4.21  1.41  -6.29  0.36
Te  -2.01  1.53  -5.13  0.14
Te  0.03  0.01  -6.28  0.35
Te  -1.09  -1.09  -4.07  0.79
C  0.78  4.24  -1.21  -0.10
O  0.35  2.89  -1.35  -0.47
H  1.20  4.36  -0.21  0.09
H  -0.07  4.92  -1.33  0.09
H  1.54  4.45  -1.95  0.10

No. 2
Below is a structure of composition C20H17N2O3PdS2, with properties calculated with the ωB97M-V functional and the def2-TZVPD basis.

Kohn-Sham gap (eV): 7.03
Charge: -1
Electronic energy (eV): -55291.5085
Spin multiplicity: 1
M (g mol⁻¹): 503.9
Energy above the lowest of the compared OMol25 structures with the same formula, charge and spin (kJ/mol): 15.49

Each line ends with the Löwdin charge.
Atoms and positions in Å:
Pd  -0.93  0.13  -0.10  0.84
S  -1.28  -2.52  1.56  0.49
C  -2.73  -1.88  0.97  -0.87
C  -4.00  -2.46  1.26  -0.13
C  -5.15  -1.94  0.73  -0.10
C  -5.09  -0.82  -0.11  -0.10
C  -3.86  -0.27  -0.34  -0.18
N  -2.72  -0.76  0.18  -0.13
H  -4.01  -3.32  1.91  0.09
H  -6.11  -2.40  0.97  0.10
H  -5.97  -0.39  -0.56  0.09
H  -3.74  0.60  -0.97  0.10
C  -1.62  1.76  0.86  -0.19
C  -1.69  1.43  2.30  -0.29
C  -2.88  0.98  2.88  -0.04
C  -2.93  0.64  4.22  -0.03
C  -1.79  0.74  5.01  -0.25
C  -0.59  1.18  4.44  -0.03
C  -0.55  1.52  3.10  -0.03
C  -1.84  0.40  6.40  -0.20
N  -1.89  0.13  7.52  0.13
H  -0.88  2.53  0.64  0.06
H  -2.59  2.03  0.44  0.05
H  -3.77  0.89  2.27  0.11
H  -3.86  0.29  4.66  0.12
H  0.30  1.24  5.05  0.11
H  0.38  1.83  2.65  0.12
C  -2.69  3.83  -5.34  -0.06
C  -1.76  3.03  -4.47  -0.28
C  -1.03  3.64  -3.45  -0.05
C  -0.15  2.91  -2.66  -0.06
C  -0.01  1.55  -2.88  -0.29
C  -0.73  0.92  -3.88  -0.05
C  -1.61  1.66  -4.66  -0.05
S  1.14  0.61  -1.88  0.45
O  0.89  1.12  -0.49  -0.45
O  2.46  0.92  -2.36  -0.30
O  0.70  -0.78  -1.98  -0.36
H  -3.03  4.73  -4.82  0.07
H  -3.57  3.25  -5.62  0.07
H  -2.19  4.15  -6.25  0.08
H  -1.14  4.70  -3.28  0.11
H  0.41  3.39  -1.87  0.12
H  -0.63  -0.15  -4.01  0.11
H  -2.18  1.16  -5.44  0.11

No. 3
Below is an isolated molecule of C20H17N3O4, with properties calculated with the ωB97M-V functional and the def2-TZVPD basis.

Kohn-Sham gap (eV): 8.15
Electronic energy (eV): -33676.9185
Spin multiplicity: 1
SMILES: COc1cccc(C(=O)NNC(=O)C(=O)Nc2cccc3ccccc23)c1
M (g mol⁻¹): 363.4
Energy above the lowest of the compared OMol25 structures with the same formula, charge and spin (kJ/mol): 35.59

Each line ends with the Löwdin charge.
Atoms and positions in Å:
C  -7.31  -2.82  -0.50  -0.09
H  -7.16  -3.82  -0.90  0.09
O  -6.06  -2.18  -0.59  -0.08
C  -5.95  -0.89  -0.17  -0.27
C  -6.99  -0.13  0.36  -0.02
C  -6.76  1.18  0.75  -0.06
C  -5.51  1.75  0.61  -0.02
C  -4.46  0.99  0.09  -0.13
C  -4.68  -0.32  -0.30  0.05
H  -3.91  -0.93  -0.75  0.12
C  -3.14  1.66  -0.04  -0.42
O  -2.99  2.86  -0.13  0.08
N  -2.07  0.82  -0.04  0.11
N  -0.79  1.33  -0.12  0.12
C  0.29  0.55  -0.03  -0.38
O  0.27  -0.66  0.13  0.06
C  1.60  1.34  -0.15  -0.37
O  1.60  2.55  -0.30  0.09
N  2.64  0.50  -0.05  0.15
C  4.01  0.75  -0.10  -0.15
C  4.49  2.03  -0.26  0.00
C  5.86  2.28  -0.31  -0.07
C  6.76  1.26  -0.19  -0.04
C  6.31  -0.07  -0.02  -0.17
C  7.23  -1.13  0.11  -0.03
C  6.80  -2.42  0.28  -0.08
C  5.43  -2.69  0.33  -0.08
C  4.51  -1.69  0.21  -0.02
C  4.92  -0.35  0.03  -0.09
H  3.46  -1.94  0.25  0.10
H  5.09  -3.71  0.46  0.10
H  7.51  -3.23  0.37  0.10
H  8.28  -0.91  0.07  0.11
H  7.82  1.44  -0.23  0.11
H  6.21  3.30  -0.44  0.11
H  3.79  2.85  -0.36  0.10
H  2.35  -0.47  0.08  0.12
H  -0.73  2.34  -0.24  0.16
H  -2.10  -0.18  0.13  0.15
H  -5.33  2.77  0.90  0.12
H  -7.58  1.76  1.15  0.11
H  -7.98  -0.55  0.48  0.10
H  -8.07  -2.30  -1.10  0.10
H  -7.65  -2.89  0.53  0.10

No. 4
Below is an isolated molecule of C20H17N3O5, with properties calculated with the ωB97M-V functional and the def2-TZVPD basis.

Kohn-Sham gap (eV): 8.48
Electronic energy (eV): -35724.9023
Spin multiplicity: 1
SMILES: CCC(=O)Nc1ccc(C(=O)Cn2nc(C(=O)O)c3ccccc3c2=O)cc1
M (g mol⁻¹): 379.4
Energy above the lowest of the compared OMol25 structures with the same formula, charge and spin (kJ/mol): 0.00

Each line ends with the Löwdin charge.
Atoms and positions in Å:
C  -4.59  -1.55  -3.58  -0.09
C  -3.07  -1.75  -3.62  -0.16
C  -2.47  -1.51  -2.25  -0.48
O  -2.10  -2.40  -1.53  0.08
N  -2.42  -0.18  -1.93  0.13
C  -1.98  0.43  -0.75  -0.21
C  -1.59  -0.30  0.37  0.01
C  -1.15  0.36  1.50  -0.01
C  -1.09  1.75  1.53  -0.17
C  -1.52  2.48  0.42  -0.01
C  -1.96  1.82  -0.71  -0.01
H  -2.27  2.39  -1.57  0.11
H  -1.49  3.55  0.46  0.12
C  -0.57  2.50  2.69  -0.34
O  -1.02  3.56  3.06  0.11
C  0.64  1.88  3.40  -0.03
N  1.45  1.09  2.50  -0.05
N  1.70  1.65  1.34  0.19
C  2.35  1.02  0.41  -0.11
C  2.83  -0.33  0.59  -0.07
C  3.53  -1.06  -0.37  0.00
C  3.94  -2.35  -0.09  -0.05
C  3.66  -2.94  1.14  -0.06
C  2.97  -2.24  2.10  0.00
C  2.55  -0.93  1.84  -0.06
C  1.80  -0.21  2.86  -0.37
O  1.48  -0.65  3.95  0.08
H  2.74  -2.66  3.06  0.12
H  3.99  -3.95  1.34  0.11
H  4.48  -2.91  -0.84  0.11
H  3.75  -0.61  -1.32  0.10
C  2.52  1.79  -0.84  -0.46
O  3.24  1.49  -1.77  0.11
O  1.78  2.90  -0.86  0.12
H  1.94  3.39  -1.67  0.14
H  0.30  1.22  4.21  0.14
H  1.23  2.69  3.84  0.14
H  -0.87  -0.22  2.36  0.12
H  -1.63  -1.37  0.35  0.10
H  -2.73  0.47  -2.64  0.14
H  -2.62  -1.07  -4.36  0.11
H  -2.85  -2.77  -3.91  0.12
H  -5.02  -1.75  -4.56  0.07
H  -5.03  -2.22  -2.86  0.08
H  -4.85  -0.53  -3.30  0.07

No. 5
Below is an isolated molecule of C20H17N3OS, with properties calculated with the ωB97M-V functional and the def2-TZVPD basis.

Kohn-Sham gap (eV): 8.35
Electronic energy (eV): -38365.9144
Spin multiplicity: 1
SMILES: [H]/N=C1\[C@H](C#N)[C@H](c2ccsc2)C2=C(CCCC2=O)N1c1ccccc1
M (g mol⁻¹): 347.4

Each line ends with the Löwdin charge.
Atoms and positions in Å:
N  -0.22  -2.19  4.49  0.17
O  -3.22  -0.01  -0.19  0.05
C  -0.13  -1.25  3.84  -0.16
N  2.25  0.40  3.23  0.16
S  1.55  -3.49  -0.04  0.97
C  -2.30  0.84  -0.14  -0.32
C  1.11  0.63  2.57  -0.25
C  -0.04  -3.58  -0.81  -0.35
C  1.07  -2.17  0.93  -0.42
C  -0.80  -2.48  -0.37  -0.13
C  -0.06  1.58  0.62  -0.14
C  -0.20  -1.70  0.71  -0.24
C  -1.10  0.61  0.62  -0.08
C  4.60  1.35  -0.92  -0.07
C  4.62  2.09  0.35  -0.04
C  3.44  0.86  -1.56  -0.10
C  3.39  2.14  0.98  -0.06
C  2.31  0.79  -0.77  -0.01
C  2.28  1.45  0.53  -0.20
N  1.11  1.40  1.36  0.05
C  -2.59  2.20  -0.75  -0.13
C  -0.32  2.87  -0.10  -0.10
C  -0.23  -0.05  2.88  -0.13
C  -0.89  -0.55  1.51  -0.15
C  -1.84  3.30  0.00  -0.14
H  2.29  -0.31  3.97  0.05
H  -0.39  -4.33  -1.46  0.04
H  1.77  -1.71  1.59  0.06
H  -1.90  -2.32  -0.64  0.13
H  5.46  1.47  -1.63  0.10
H  5.50  2.58  0.78  0.10
H  3.72  0.57  -2.54  0.10
H  3.30  2.50  2.01  0.11
H  1.44  0.27  -1.21  0.13
H  -3.67  2.40  -0.78  0.13
H  -2.36  2.22  -1.79  0.11
H  0.10  2.71  -1.12  0.13
H  0.15  3.72  0.33  0.11
H  -0.87  0.63  3.35  0.13
H  -1.87  -0.76  1.88  0.14
H  -2.18  3.33  1.05  0.13
H  -2.06  4.23  -0.53  0.11